Entry from the Open Molecules 2025 dataset: a molecular structure, C39H77BCl32O5 at a distorted geometry (ωB97M-V with the def2-TZVPD basis set).

XYZ file:
```
154
Properties=species:S:1:pos:R:3
C -0.373 -0.109 -0.530
O -0.616 1.290 -0.563
C 0.163 2.008 -1.488
C -0.438 3.389 -1.603
C -1.950 3.351 -1.881
C -2.556 3.477 -0.476
C -3.384 2.298 0.046
B -4.765 2.101 -0.669
O -4.836 1.977 -2.051
O -5.937 2.105 0.087
C -1.367 3.731 0.415
O -1.302 3.658 1.637
O -0.308 4.106 -0.356
H -1.086 -0.655 -1.155
H 0.644 -0.336 -0.842
H -0.504 -0.453 0.497
H 1.206 2.068 -1.150
H 0.157 1.544 -2.485
H 0.082 3.925 -2.397
H -2.208 4.228 -2.480
H -2.288 2.477 -2.430
H -3.147 4.389 -0.398
H -3.591 2.450 1.109
H -2.789 1.386 -0.032
H -5.323 1.213 -2.371
H -6.315 1.221 0.183
Cl -3.431 6.706 0.477
C -3.503 6.539 2.256
C -4.915 6.589 2.772
Cl -5.652 8.202 2.580
H -2.889 7.328 2.680
H -3.061 5.572 2.500
H -4.915 6.358 3.835
H -5.548 5.875 2.251
Cl -1.566 -3.002 1.881
C -3.107 -2.957 0.995
C -3.053 -3.839 -0.222
Cl -1.884 -3.209 -1.418
H -3.288 -1.921 0.713
H -3.898 -3.287 1.666
H -4.033 -3.860 -0.698
H -2.752 -4.851 0.014
Cl 2.813 -5.152 2.648
C 3.656 -4.334 1.299
C 2.937 -3.085 0.867
Cl 1.368 -3.393 0.085
H 3.754 -5.057 0.494
H 4.637 -4.006 1.633
H 3.557 -2.549 0.148
H 2.754 -2.439 1.720
Cl -4.126 1.775 4.124
C -5.777 1.939 3.476
C -6.513 0.625 3.422
Cl -5.799 -0.477 2.208
H -5.700 2.372 2.481
H -6.316 2.623 4.129
H -7.543 0.806 3.121
H -6.505 0.106 4.375
Cl -2.556 -6.936 1.873
C -2.691 -6.712 3.635
C -4.124 -6.727 4.094
Cl -5.044 -5.307 3.520
H -2.199 -5.774 3.882
H -2.154 -7.531 4.109
H -4.157 -6.707 5.181
H -4.642 -7.613 3.737
Cl 1.749 -5.987 -2.595
C 0.147 -6.197 -3.343
C 0.127 -7.315 -4.349
Cl 1.088 -6.937 -5.807
H -0.131 -5.249 -3.796
H -0.550 -6.422 -2.540
H -0.896 -7.488 -4.680
H 0.522 -8.234 -3.925
Cl 6.591 -2.566 1.195
C 6.911 -0.817 1.053
C 6.296 -0.035 2.183
Cl 4.512 -0.051 2.112
H 6.521 -0.495 0.091
H 7.991 -0.685 1.056
H 6.608 1.005 2.110
H 6.590 -0.437 3.148
Cl 1.714 6.671 -2.773
C 1.540 6.658 -0.991
C 0.166 7.067 -0.543
Cl -0.181 8.790 -0.859
H 2.302 7.319 -0.590
H 1.734 5.639 -0.660
H 0.081 6.914 0.531
H -0.601 6.481 -1.037
Cl -8.965 2.022 -1.256
C -8.195 3.278 -2.262
C -8.902 4.602 -2.156
Cl -10.523 4.567 -2.902
H -8.182 2.916 -3.286
H -7.172 3.376 -1.905
H -8.325 5.361 -2.681
H -9.024 4.901 -1.119
Cl 9.399 -2.663 -0.927
C 9.000 -3.512 -2.448
C 7.521 -3.602 -2.714
Cl 6.665 -4.684 -1.583
H 9.444 -4.501 -2.387
H 9.480 -2.956 -3.251
H 7.367 -4.019 -3.708
H 7.008 -2.649 -2.658
Cl 8.001 2.828 1.070
C 8.268 4.585 0.880
C 7.608 5.372 1.981
Cl 5.831 5.299 1.881
H 7.884 4.868 -0.095
H 9.344 4.748 0.902
H 7.894 6.418 1.896
H 7.899 5.001 2.960
Cl 2.421 2.797 -6.990
C 1.962 4.515 -7.148
C 1.446 5.089 -5.856
Cl -0.131 4.396 -5.391
H 1.219 4.581 -7.938
H 2.855 5.056 -7.452
H 1.299 6.162 -5.968
H 2.136 4.911 -5.037
Cl 4.672 -4.361 8.562
C 4.413 -4.853 6.866
C 3.013 -4.575 6.393
Cl 1.808 -5.620 7.198
H 4.651 -5.910 6.791
H 5.115 -4.286 6.257
H 2.952 -4.776 5.327
H 2.729 -3.543 6.582
Cl -1.563 3.601 6.107
C -0.267 3.833 4.899
C 1.089 3.963 5.537
Cl 1.263 5.481 6.463
H -0.518 4.711 4.312
H -0.282 2.967 4.241
H 1.851 3.974 4.761
H 1.287 3.139 6.218
Cl 4.966 -1.347 -3.654
C 4.604 -2.372 -5.074
C 3.134 -2.656 -5.210
Cl 2.564 -3.712 -3.894
H 5.160 -3.300 -4.958
H 4.970 -1.841 -5.951
H 2.950 -3.179 -6.146
H 2.548 -1.741 -5.193
Cl -2.809 -7.072 -1.414
C -4.198 -6.779 -2.493
C -4.968 -8.041 -2.775
Cl -4.030 -9.181 -3.773
H -3.818 -6.333 -3.408
H -4.844 -6.059 -1.993
H -5.872 -7.797 -3.329
H -5.239 -8.550 -1.854
```

Properties
- DFT total energy: -16659.5842 hartree
- Total charge: 0
- Orbital gap: 9.87 eV
- Lowest unoccupied orbital energy: 0.000 Ha

Entry from the Open Molecules 2025 dataset: a molecular structure, C6H12Br2ClNiO2S at a distorted geometry (ωB97M-V with the def2-TZVPD basis set).

XYZ file:
```
25
Properties=species:S:1:pos:R:3
Ni -0.449 4.701 -2.589
Cl -0.078 2.950 -0.823
C 0.865 -2.737 -1.771
C 0.295 -1.471 -2.440
C 0.075 -0.419 -1.353
S 1.522 -0.617 -0.176
O 1.176 -0.960 1.214
O 2.673 0.247 -0.396
C 1.926 -2.236 -0.882
H 1.309 -3.361 -2.546
H 0.107 -3.370 -1.308
H -0.659 -1.670 -2.929
H 1.058 -1.102 -3.125
H -0.813 -0.835 -0.876
H -0.145 0.593 -1.694
H 2.236 -2.910 -0.083
H 2.866 -2.219 -1.435
Br -1.503 4.219 3.747
C -2.067 2.227 3.472
C -1.338 1.613 2.312
Br -2.243 -0.218 2.180
H -3.150 2.304 3.369
H -1.813 1.707 4.395
H -0.266 1.417 2.342
H -1.583 2.146 1.394
```

Properties
- DFT total energy: -7900.8661 hartree
- Total charge: 0
- Orbital gap (alpha / beta): 8.84 / 6.70 eV
- Multiplicity: 4
- Lowest unoccupied orbital energy (alpha / beta): -0.008 / -0.119 Ha

Entry from the Open Molecules 2025 dataset: a molecular structure, C28H25As2F6NaOS2 at a distorted geometry (ωB97M-V with the def2-TZVPD basis set).

XYZ file:
```
65
Properties=species:S:1:pos:R:3
Na -1.172 -4.135 -0.268
S 3.355 5.620 -3.759
C 3.517 6.876 -2.611
C 4.543 7.889 -2.723
C 4.742 8.919 -1.738
C 3.990 8.896 -0.576
C 2.867 7.970 -0.479
C 2.598 7.038 -1.536
As 0.905 5.993 -1.739
C -0.090 6.386 -0.040
C -1.050 7.357 -0.120
C -1.765 7.702 1.002
C -1.466 7.125 2.255
C -0.412 6.245 2.409
C 0.224 5.902 1.188
C 1.549 4.160 -1.173
C 0.623 3.132 -1.380
C 0.954 1.832 -1.088
C 2.228 1.629 -0.534
C 3.135 2.630 -0.313
C 2.763 3.935 -0.639
H 5.221 7.795 -3.589
H 5.416 9.691 -2.002
H 4.186 9.725 0.172
H 2.160 8.072 0.451
H -1.282 7.680 -1.091
H -2.550 8.463 0.959
H -2.112 7.370 3.135
H -0.194 5.719 3.336
H 1.162 5.260 1.290
H -0.305 3.361 -1.941
H 0.453 0.889 -1.224
H 2.637 0.680 -0.298
H 4.140 2.308 0.037
H 3.438 4.819 -0.421
C -4.764 -4.451 -1.709
S -4.599 -4.126 0.093
C -4.289 -5.805 0.640
O -3.347 -3.287 0.148
H -3.784 -4.750 -2.078
H -5.112 -3.528 -2.223
H -5.554 -5.236 -1.867
H -5.270 -6.203 0.773
H -3.780 -5.733 1.597
H -3.660 -6.371 -0.071
F 0.840 -3.620 1.592
As -0.072 -4.054 3.073
F -0.817 -2.524 2.937
F -1.327 -4.665 1.928
F -1.083 -4.443 4.422
F 0.663 -5.602 3.103
F 1.228 -3.495 4.193
C -1.571 -5.807 -1.774
C -1.104 -6.747 -1.136
C -0.787 -8.029 -0.552
C -1.224 -9.155 -1.207
C -1.063 -10.443 -0.614
C -0.495 -10.612 0.607
C -0.066 -9.462 1.198
C -0.214 -8.158 0.662
H -1.713 -8.911 -2.148
H -1.544 -11.375 -1.091
H -0.333 -11.641 1.034
H 0.322 -9.448 2.236
H 0.113 -7.253 1.283
```

Properties
- DFT total energy: -7186.6761 hartree
- Total charge: -1
- Orbital gap (alpha / beta): 7.06 / 4.22 eV
- Multiplicity: 2
- Energy above the lowest of the compared OMol25 structures with the same formula, charge and spin: 36.1 kcal per mole
- Lowest unoccupied orbital energy (alpha / beta): 0.066 / -0.038 Ha

Entry from the Open Molecules 2025 dataset: a molecular structure, C26H37N5O4PtSSi3 at a distorted geometry (ωB97M-V with the def2-TZVPD basis set).

XYZ file:
```
77
Properties=species:S:1:pos:R:3
Pt -0.785 0.361 -0.008
O -5.154 3.141 2.669
C -4.374 4.059 2.119
O -4.597 5.239 2.204
C -3.188 3.568 1.362
C -2.335 4.385 0.647
N -1.391 3.596 0.102
N -1.593 2.310 0.412
C -2.652 2.281 1.194
C -2.924 0.957 1.836
O -4.009 0.741 2.362
O -1.895 0.187 1.841
H -4.814 2.216 2.532
H -2.340 5.453 0.526
H -0.567 3.861 -0.413
C 2.628 -0.843 -1.066
Si 1.622 -1.740 0.271
C 2.351 -3.485 0.333
C 2.047 -1.006 1.965
C -0.230 -1.680 -0.128
Si -1.259 -2.777 1.042
C -0.777 -2.551 2.848
C -0.921 -4.594 0.623
C -3.130 -2.625 0.900
Si -0.524 -2.136 -1.900
C 0.565 -3.444 -2.706
C -2.285 -2.564 -2.406
C -0.239 -0.487 -2.794
C 0.141 -0.301 -4.116
C 0.110 0.956 -4.690
C -0.349 2.012 -3.918
C -0.699 1.776 -2.606
N -0.624 0.564 -2.033
H 3.482 -0.331 -0.619
H 2.060 -0.092 -1.612
H 3.023 -1.555 -1.794
H 3.440 -3.387 0.295
H 2.051 -4.126 -0.495
H 2.101 -3.996 1.263
H 2.848 -0.270 1.878
H 2.397 -1.799 2.629
H 1.197 -0.534 2.453
H 0.244 -2.876 3.048
H -1.446 -3.164 3.459
H -0.889 -1.521 3.174
H 0.121 -4.885 0.735
H -1.224 -4.837 -0.398
H -1.514 -5.226 1.287
H -3.505 -1.619 1.077
H -3.554 -3.268 1.676
H -3.513 -2.980 -0.055
H 0.480 -4.390 -2.170
H 1.620 -3.173 -2.735
H 0.230 -3.623 -3.730
H -2.587 -3.548 -2.050
H -2.337 -2.575 -3.498
H -3.003 -1.832 -2.037
H 0.462 -1.161 -4.688
H 0.412 1.111 -5.716
H -0.438 3.012 -4.317
H -1.079 2.574 -1.991
N 0.200 1.755 3.300
C 1.213 2.113 2.485
N 1.146 2.041 1.192
C 2.324 2.499 0.628
C 2.558 2.628 -0.739
C 3.779 3.111 -1.172
C 4.770 3.476 -0.261
C 4.545 3.380 1.102
C 3.318 2.900 1.532
S 2.719 2.712 3.160
H -0.580 1.243 2.901
H 0.336 1.729 4.293
H 1.792 2.331 -1.445
H 3.973 3.199 -2.233
H 5.722 3.842 -0.621
H 5.306 3.683 1.808
```

Properties
- DFT total energy: -2973.8758 hartree
- Total charge: 0
- Orbital gap: 8.03 eV
- Energy above the lowest of the compared OMol25 structures with the same formula, charge and spin: 32.7 kcal per mole
- Lowest unoccupied orbital energy: -0.014 Ha

Entry from the Open Molecules 2025 dataset: 2 unconnected molecules or ions with the total composition C3H3N2O3 at a distorted geometry (ωB97M-V with the def2-TZVPD basis set).

XYZ file:
```
11
Properties=species:S:1:pos:R:3
C -1.321 0.120 0.703
C -0.553 0.022 -1.311
C -0.004 1.133 -0.665
N -1.411 -0.560 -0.374
N 1.495 -0.634 0.992
O 2.702 -0.892 0.765
O -0.429 -0.388 -2.462
O -0.552 1.167 0.563
H -1.727 -0.166 1.679
H 0.883 1.652 -1.020
H 0.919 -1.453 1.129
```

Properties
- DFT total energy: -451.2504 hartree
- Total charge: -1
- Orbital gap (alpha / beta): 5.72 / 5.71 eV
- Energy above the lowest of the compared OMol25 structures with the same formula, charge and spin: 115.6 kcal per mole
- Lowest unoccupied orbital energy (alpha / beta): 0.119 / 0.119 Ha

Entry from the Open Molecules 2025 dataset: 2 unconnected molecules or ions with the total composition C5H15NO2 at a distorted geometry (ωB97M-V with the def2-TZVPD basis set).

XYZ file:
```
23
Properties=species:S:1:pos:R:3
C -0.219 -0.863 -1.059
C 1.199 -1.321 -1.287
O 1.676 -1.907 -0.083
C -0.391 0.158 0.063
N -1.721 0.767 0.000
C -1.791 1.746 -1.102
C -2.024 1.386 1.297
H -0.883 -1.693 -0.772
H -0.728 -0.504 -1.962
H 1.781 -0.446 -1.565
H 1.231 -2.055 -2.093
H 2.547 -2.293 -0.238
H -0.325 -0.389 1.011
H 0.390 0.923 0.106
H -2.523 1.416 -1.833
H -2.141 2.710 -0.734
H -0.819 1.882 -1.595
H -2.439 0.612 1.941
H -1.114 1.826 1.740
H -2.720 2.202 1.143
H 2.140 -0.642 1.259
H 3.296 0.348 1.518
O 2.604 -0.149 1.964
```

Properties
- Structure (SMILES): CN(C)CCCO.O
- DFT total energy: -404.7030 hartree
- Total charge: 0
- Orbital gap: 9.20 eV
- Energy above the lowest of the compared OMol25 structures with the same formula, charge and spin: 32.7 kcal per mole
- Lowest unoccupied orbital energy: 0.025 Ha